{"formula": "C5H9F6NO8PS4Zn", "method": "ωB97M-V with the def2-TZVPD basis set", "elements": ["Zn", "F", "C", "F", "F", "S", "O", "O", "N", "S", "O", "O", "C", "F", "F", "F", "O", "S", "O", "O", "S", "C", "P", "C", "C", "O", "H", "H", "H", "H", "H", "H", "H", "H", "H"], "xyz": [[-0.5727, 1.6147, 0.8730], [-0.9973, -4.6260, -0.4790], [-0.2764, -3.4788, -0.4708], [-0.4607, -2.8723, -1.6548], [1.0040, -3.8116, -0.3811], [-0.9761, -2.4049, 0.8388], [-0.0239, -1.3041, 0.7799], [-1.0370, -3.2875, 1.9672], [-2.4333, -1.9867, 0.3556], [-2.6636, -0.4572, -0.1018], [-2.3137, 0.4992, 0.9593], [-2.3173, -0.0463, -1.4257], [-4.5286, -0.5172, 0.0765], [-4.8370, -0.6797, 1.3634], [-5.1641, 0.5606, -0.2918], [-4.9805, -1.5365, -0.6337], [-0.2883, 3.2986, 4.1625], [0.4539, 2.9429, 3.0087], [0.3144, 1.4916, 2.6414], [1.8543, 3.3430, 2.9718], [-0.4901, 3.8790, 1.3176], [2.4087, 2.2827, -1.7481], [1.7040, 0.7389, -0.9946], [1.8294, -0.6675, -2.1489], [2.7550, 0.2903, 0.4594], [0.2313, 1.0505, -0.7759], [3.3628, 2.0772, -2.1971], [2.5606, 3.0425, -0.9890], [1.6577, 2.6422, -2.4630], [2.8527, -1.0857, -2.0712], [1.6123, -0.2190, -3.1347], [1.0204, -1.3853, -1.9220], [3.8167, 0.3930, 0.1714], [2.4533, -0.7588, 0.6960], [2.4690, 0.9783, 1.2406]], "homo_ev": -5.163, "lumo_ev": 2.426, "total_charge": -1, "de_lowest_kcal_mol": 12.45, "mol_weight_da": 549.746, "largest_force_ha_per_bohr": 0.049, "orbital_gap_ev": 7.59, "energy_ev": -140558.73402}

***

{"formula": "C2H2IN", "method": "ωB97M-V with the def2-TZVPD basis set", "elements": ["N", "C", "C", "I", "H", "H"], "xyz": [[0.7659, 2.2277, 0.0298], [0.5235, 1.0813, -0.0330], [0.0309, -0.6957, 0.0121], [-2.1014, -0.8037, 0.0046], [0.4652, -0.8004, -0.9438], [0.3158, -1.0093, 0.9303]], "homo_ev": -10.322, "smiles": "N#CCI", "lumo_ev": -0.380, "de_lowest_kcal_mol": 31.66, "mol_weight_da": 166.949, "largest_force_ha_per_bohr": 0.136, "orbital_gap_ev": 9.94, "energy_ev": -11694.76974}

***

{"formula": "C4H2ClO2", "method": "ωB97M-V with the def2-TZVPD basis set", "elements": ["C", "C", "O", "C", "Cl", "C", "O", "H", "H"], "xyz": [[-0.5042, 1.2522, 0.4618], [-0.5166, -0.1020, 0.6030], [-1.1946, -0.8114, 1.3379], [0.6111, -0.9095, -0.2950], [1.6439, -1.6751, 0.8327], [0.5834, -0.8792, -1.5606], [0.1153, -0.7224, -2.6463], [0.2716, 2.0425, 0.0776], [-1.0098, 1.8049, 1.1890]], "homo_ev": -3.054, "smiles": "C=C([O-])C(Cl)=C=O", "lumo_ev": 3.534, "total_charge": -1, "de_lowest_kcal_mol": 55.87, "mol_weight_da": 117.511, "largest_force_ha_per_bohr": 0.066, "orbital_gap_ev": 6.59, "energy_ev": -20796.15121}

***

{"formula": "C32H51BF8IN3SeSi4TeW", "method": "ωB97M-V with the def2-TZVPD basis set", "elements": ["W", "C", "C", "N", "C", "C", "C", "C", "N", "C", "C", "F", "C", "F", "C", "C", "F", "C", "F", "H", "H", "H", "H", "H", "H", "H", "H", "H", "H", "H", "H", "H", "H", "H", "I", "C", "C", "C", "C", "C", "N", "H", "H", "H", "H", "F", "B", "F", "F", "F", "C", "Si", "C", "C", "Si", "Te", "Si", "C", "C", "C", "Si", "C", "C", "C", "H", "H", "H", "H", "H", "H", "H", "H", "H", "H", "H", "H", "H", "H", "H", "H", "H", "H", "H", "H", "H", "H", "H", "H", "H", "H", "H", "Se", "C", "C", "C", "C", "C", "C", "H", "H", "H", "H", "H"], "xyz": [[-0.7363, 0.5855, -0.8401], [2.7706, 0.7667, 2.7824], [1.9765, -0.5123, 2.5785], [0.5249, -0.3459, 2.4127], [-0.0102, 0.2584, 3.6343], [-1.5152, 0.4504, 3.6956], [-0.0308, -1.6699, 2.1154], [-1.3530, -1.7320, 1.3763], [-1.4241, -1.1410, 0.0402], [-2.6401, -1.1869, -0.6152], [-2.5724, -0.1930, -1.6033], [-1.8201, 1.3209, 0.5517], [-3.5489, -0.1290, -2.5580], [-3.4616, 0.7271, -3.5933], [-4.6641, -0.9584, -2.5050], [-4.7448, -1.8666, -1.4711], [-5.8076, -2.6799, -1.3982], [-3.7497, -2.0107, -0.5130], [-3.8740, -2.9696, 0.4207], [2.5852, 1.2446, 3.7462], [3.8357, 0.5342, 2.7283], [2.5525, 1.4854, 1.9913], [2.1720, -1.1925, 3.4285], [2.3492, -1.0099, 1.6887], [0.4536, 1.2425, 3.7291], [0.3176, -0.3272, 4.5145], [-1.7551, 1.0260, 4.5911], [-2.0526, -0.4945, 3.7753], [-1.8826, 0.9918, 2.8243], [-0.1863, -2.2333, 3.0528], [0.7106, -2.2301, 1.5424], [-1.6007, -2.7916, 1.2737], [-2.1444, -1.2817, 1.9804], [-5.4502, -0.9044, -3.2440], [-1.8237, 2.9795, -1.9514], [0.4473, 1.0027, -2.5264], [1.2240, 1.5692, -3.5285], [1.2092, 0.9224, -4.7440], [0.4352, -0.2340, -4.9439], [-0.3097, -0.7325, -3.9056], [-0.2298, -0.0843, -2.7393], [1.7853, 2.4746, -3.3556], [1.7879, 1.3065, -5.5748], [0.4285, -0.7226, -5.9071], [-0.9367, -1.6112, -3.9514], [2.4331, -1.2006, -2.3729], [2.8289, -0.6131, -1.2445], [3.1465, 0.6804, -1.2726], [3.3307, -1.3673, -0.2748], [0.9611, -0.4124, -0.4326], [1.2050, 8.3192, -0.4557], [0.3625, 6.7765, 0.2136], [-1.2510, 6.5303, -0.6943], [0.0025, 6.9610, 2.0453], [1.9130, 5.0277, -0.0675], [0.7448, 2.7897, 0.2829], [3.4631, 5.0211, 1.6914], [4.2177, 6.7448, 1.6192], [2.6458, 4.7398, 3.3622], [4.8030, 3.7463, 1.3720], [2.9022, 4.9974, -2.2001], [4.0617, 6.4671, -2.4153], [3.8864, 3.4163, -2.4058], [1.5151, 5.0870, -3.4641], [0.5078, 9.1585, -0.3770], [1.4618, 8.2053, -1.5112], [2.1109, 8.5836, 0.0918], [-1.7938, 7.4802, -0.6995], [-1.8683, 5.7833, -0.1939], [-1.1119, 6.2107, -1.7280], [-0.8227, 7.6612, 2.1989], [0.8661, 7.3301, 2.6025], [-0.2922, 6.0002, 2.4726], [3.4914, 7.5219, 1.8638], [4.6628, 6.9682, 0.6483], [5.0146, 6.7967, 2.3687], [2.6592, 5.6614, 3.9477], [3.1964, 3.9796, 3.9215], [1.6088, 4.4096, 3.2766], [5.5675, 4.1532, 0.7059], [4.4066, 2.8372, 0.9157], [5.2909, 3.4647, 2.3084], [5.0318, 6.2667, -1.9549], [3.6621, 7.3864, -1.9843], [4.2340, 6.6485, -3.4802], [4.7648, 3.4161, -1.7567], [4.2329, 3.3132, -3.4387], [3.2957, 2.5392, -2.1510], [1.1093, 6.0990, -3.5340], [0.6930, 4.4125, -3.2115], [1.8901, 4.8107, -4.4546], [-0.5097, -3.6008, -1.5104], [1.0164, -4.4742, -0.8589], [0.9256, -5.2922, 0.2745], [2.0550, -5.9177, 0.7746], [3.2840, -5.7349, 0.1518], [3.3849, -4.9222, -0.9708], [2.2605, -4.2899, -1.4733], [-0.0385, -5.4280, 0.7476], [1.9795, -6.5484, 1.6510], [4.1657, -6.2240, 0.5457], [4.3452, -4.7770, -1.4486], [2.3290, -3.6372, -2.3328]], "homo_ev": [-7.515, -7.614], "s2": 2.021, "lumo_ev": [-1.579, -2.195], "de_lowest_kcal_mol": 9.96, "mol_weight_da": 1270.225, "largest_force_ha_per_bohr": 0.018, "orbital_gap_ev": [5.94, 5.42], "energy_ev": -174982.12484, "multiplicity": 3}